Entry 1:
A molecular structure, C5H12N2O at a distorted geometry, computed with ωB97M-V with the def2-TZVPD basis set.

```
20
Properties=species:S:1:pos:R:3:forces:R:3:lowdin_charge:R:1
C 0.437815 -0.670246 0.086425 0.7 4.0 0.3 -0.33
C 0.816818 1.106152 0.698857 1.6 -2.6 0.9 -0.16
C -0.262258 -1.268502 -2.272055 0.0 0.5 -0.5 -0.06
C 0.622005 1.080158 2.202955 -0.1 -0.1 -0.1 -0.15
N 0.008542 -0.313671 -1.213091 0.1 1.1 0.5 -0.19
N -0.510193 -1.378919 0.788140 -2.0 -1.7 1.3 0.07
C -0.851437 0.832222 -1.031112 -3.0 -2.1 -1.4 -0.29
O -1.852371 0.862670 -0.308600 2.3 0.4 -1.0 0.03
H 1.439099 -1.096774 0.135209 0.1 0.1 -0.1 0.13
H -1.380565 -1.523505 0.274938 0.5 0.3 -0.1 0.09
H -0.843613 -1.043552 1.685195 0.7 0.1 0.1 0.08
H -0.750036 1.499306 -1.896335 0.2 0.7 0.4 0.14
H 0.521254 2.102310 0.366667 -1.0 -0.5 -0.8 0.09
H 1.876316 1.097156 0.425928 0.1 -0.1 0.2 0.08
H 0.092661 -2.271780 -2.028105 0.0 0.2 0.2 0.09
H -1.326978 -1.312762 -2.522725 0.1 -0.2 0.0 0.08
H 0.293021 -0.923739 -3.147820 -0.2 -0.3 -0.3 0.08
H 1.118554 0.223376 2.667727 0.0 0.1 0.0 0.07
H -0.452026 1.008908 2.414286 0.1 0.1 0.1 0.07
H 1.003393 1.991191 2.673513 -0.1 -0.1 0.0 0.07
```
Forces are in eV/Å.

As for the charge: 0. For the HOMO-LUMO gap, the calculation gives 9.42 eV. As for the HOMO energy: -8.465 eV. The calculation puts the molecular weight at 116.2 g mol⁻¹. The relative energy (zero: lowest compared OMol25 entry of this formula, charge and spin) comes out at 4.132 eV.

Entry 2:
2 unconnected molecules or ions with the total composition C5H12N2O at a distorted geometry, computed with ωB97M-V with the def2-TZVPD basis set.

```
20
Properties=species:S:1:pos:R:3:forces:R:3:lowdin_charge:R:1
O 1.387833 2.121883 0.675228 -0.2 -0.4 1.0 0.04
C 0.293325 1.588993 0.849860 0.4 1.4 -2.3 -0.48
N -0.357209 -1.987975 -1.007519 1.7 0.3 0.5 -0.13
C -0.370798 -2.010768 -2.452873 -0.4 0.4 0.1 -0.20
C 0.947317 -1.527295 -0.626410 -0.6 -0.1 1.1 -0.23
C 0.076221 0.418663 1.642818 -1.6 -2.1 -0.1 -0.06
C -0.896467 2.134229 0.055907 0.0 -0.2 0.6 -0.01
N -1.048600 -0.370326 1.402901 1.6 1.3 1.2 0.07
H 0.222247 -2.889538 -2.772931 -0.6 -0.1 0.0 0.09
H -1.397882 -2.014151 -2.810286 0.1 -0.4 -0.2 0.07
H 0.154727 -1.183165 -2.945171 0.0 0.4 0.1 0.07
H 1.096797 -1.657504 0.454930 0.2 -0.3 -0.3 0.06
H 1.102895 -0.422157 -0.784023 -0.3 -0.1 0.0 0.10
H 1.783134 -1.988983 -1.166666 0.0 -0.1 -0.1 0.09
H 0.780320 0.024621 2.353874 0.4 0.5 0.5 0.12
H -0.993740 3.201974 0.297895 -0.2 -0.4 0.1 0.09
H -0.688863 2.101584 -1.011485 0.2 -0.2 0.0 0.08
H -1.776938 1.526979 0.283961 -0.1 0.6 -0.2 0.06
H -1.234443 -0.991677 2.183880 0.3 -0.2 -0.1 0.10
H -0.856084 -0.982586 0.578800 -0.9 -0.3 -1.8 0.06
```
Forces are in eV/Å.

As for the charge: 0. For the HOMO-LUMO gap, the calculation gives 4.44 eV. As for the HOMO energy: -7.071 eV. The calculation puts the molecular weight at 116.2 g mol⁻¹. The relative energy (zero: lowest compared OMol25 entry of this formula, charge and spin) comes out at 6.491 eV.

Entry 3:
A molecular structure, C5H12N2O at a distorted geometry, computed with ωB97M-V with the def2-TZVPD basis set.

```
20
Properties=species:S:1:pos:R:3:forces:R:3:lowdin_charge:R:1
C 1.706967 -0.398000 0.433289 -1.1 1.9 -0.3 -0.13
C 0.184094 2.063379 0.421419 -0.4 0.1 0.1 -0.07
C 2.098303 -0.710018 -0.986548 0.1 0.0 0.0 -0.15
N -2.414420 0.621630 0.252061 0.4 -1.5 -0.1 -0.09
C -0.567291 -0.489440 0.493918 -4.3 1.1 -0.5 -0.19
C 0.000075 0.614557 0.394320 5.3 -2.1 0.4 -0.15
N -0.905665 -1.764997 0.268831 0.7 0.5 0.0 0.12
O -2.998682 -0.314671 -0.737173 0.0 0.1 0.3 -0.23
H -2.982416 0.197801 -1.552399 0.0 0.0 0.2 0.06
H -2.912670 0.327290 1.095869 -0.2 0.0 -0.1 0.02
H -0.698130 -2.424571 1.005535 -0.6 0.0 -0.1 0.11
H -1.778605 -1.782168 -0.281886 0.2 -0.2 0.3 0.10
H 1.698336 -1.258705 1.098074 -0.3 0.1 0.0 0.08
H 2.280883 0.401926 0.895388 0.3 -0.1 0.0 0.07
H 0.570750 2.390656 1.388458 0.0 0.0 0.0 0.09
H -0.788186 2.521951 0.244861 0.1 0.1 0.0 0.07
H 0.890601 2.377832 -0.350419 -0.1 -0.1 0.0 0.08
H 1.433199 -1.457196 -1.423685 0.0 0.0 0.0 0.07
H 2.062304 0.182275 -1.614302 0.0 0.0 0.0 0.07
H 3.120553 -1.099531 -1.045611 -0.1 0.0 0.0 0.07
```
Forces are in eV/Å.

As for the charge: 0. For the HOMO-LUMO gap (spin up / spin down), the calculation gives 7.47 / 7.47 eV. As for the HOMO energy (spin up / spin down): -6.585 / -6.586 eV. The calculation puts the molecular weight at 116.2 g mol⁻¹. The relative energy (zero: lowest compared OMol25 entry of this formula, charge and spin) comes out at 8.017 eV.

Entry 4:
2 unconnected molecules or ions with the total composition C5H12N2O at a distorted geometry, computed with ωB97M-V with the def2-TZVPD basis set.

```
20
Properties=species:S:1:pos:R:3:forces:R:3:lowdin_charge:R:1
C -1.749929 1.026419 1.131294 0.8 0.2 0.0 0.02
C -1.189440 0.589359 -0.007799 -2.5 -1.3 0.0 -0.44
C -1.039496 1.447799 -1.229051 0.5 0.1 0.2 -0.05
N -1.116462 -0.798014 -0.284385 0.2 0.7 0.1 -0.15
N -1.638623 -1.820574 0.538968 0.2 0.7 -0.2 0.03
H -1.812581 2.080774 1.334680 -0.1 0.2 -0.1 0.05
H -2.031024 0.373055 1.941869 0.0 -0.2 0.0 0.03
H -0.975650 2.494386 -0.942048 0.1 0.0 0.0 0.08
H -0.153047 1.164517 -1.795354 0.1 0.1 -0.1 0.07
H -1.907407 1.339686 -1.882020 0.0 -0.2 0.1 0.09
H -0.854644 -1.060456 -1.224922 -0.1 -0.3 0.4 0.12
H -1.160124 -1.787865 1.440517 0.0 -0.1 -0.2 0.07
H -2.619050 -1.621746 0.727823 0.0 0.0 0.0 0.08
C 3.229397 -0.289055 0.230293 1.4 0.7 0.3 -0.07
C 1.813992 -0.426221 -0.223768 -4.0 -3.8 2.5 -0.30
O 1.512832 -1.197164 -1.111748 1.8 0.1 -2.8 -0.03
H 3.865572 0.078633 -0.577289 -0.2 0.1 -0.2 0.08
H 3.476175 0.307569 1.108773 -0.7 0.4 -0.1 0.07
H 3.682667 -1.245659 0.505403 -0.6 -0.4 -0.3 0.08
H 0.666842 -0.655443 0.318763 2.9 2.7 0.6 0.16
```
Forces are in eV/Å.

As for the charge: 0. For the HOMO-LUMO gap, the calculation gives 9.12 eV. As for the HOMO energy: -8.242 eV. The calculation puts the molecular weight at 116.2 g mol⁻¹. The relative energy (zero: lowest compared OMol25 entry of this formula, charge and spin) comes out at 4.968 eV. As for the structure (SMILES): C=C(C)NN.CC=O.

Entry 5:
A molecular structure, C5H12N2O at a distorted geometry, computed with ωB97M-V with the def2-TZVPD basis set.

```
20
Properties=species:S:1:pos:R:3:forces:R:3:lowdin_charge:R:1
C -0.178254 1.892237 0.160700 -1.1 2.5 3.6 -0.07
C 0.479794 0.530936 0.029979 3.2 2.9 -1.3 -0.46
C 0.492702 -0.444089 1.129686 0.1 -1.5 1.8 -0.30
C -0.266705 -0.731213 -0.055397 -5.0 0.5 -2.9 -0.54
C -1.909255 -0.543149 0.093440 -0.5 -1.7 -0.3 -0.05
H 0.125749 2.388679 1.602515 -0.2 -1.0 -4.3 0.19
H -1.381137 1.806689 0.542251 3.6 0.7 -1.9 0.04
H 0.091367 2.732914 -0.734465 -1.0 -2.4 2.8 0.13
H 2.599316 -0.056319 -0.573219 -1.8 1.8 0.0 0.12
H 2.011009 1.581157 -0.883313 0.8 0.2 0.1 0.03
H -0.181530 -0.313570 1.991517 0.9 0.2 0.1 0.15
H 1.353555 -1.878756 0.505786 0.1 -2.3 -1.9 0.03
H -2.260702 -1.392289 1.161507 0.7 2.9 -3.6 0.15
H -2.436282 -1.155733 -1.284289 1.1 1.9 4.1 0.17
H -2.320735 0.832367 0.279415 0.9 -5.2 -0.8 0.13
H 0.840605 -0.920995 -1.715556 -1.9 -2.4 0.9 0.13
H -0.652272 -1.943622 -1.511995 0.4 -0.2 -0.8 0.02
N 1.800272 0.604977 -0.858821 -1.9 -1.9 1.4 0.06
N 0.227508 -1.649987 -1.108516 1.0 2.6 0.5 0.06
O 1.565003 -1.340231 1.228767 0.6 2.1 2.3 0.02
```
Forces are in eV/Å.

As for the charge: 0. For the HOMO-LUMO gap, the calculation gives 9.47 eV. As for the HOMO energy: -9.157 eV. The calculation puts the molecular weight at 116.2 g mol⁻¹. The relative energy (zero: lowest compared OMol25 entry of this formula, charge and spin) comes out at 10.713 eV.

Entry 6:
A gas-phase ion, C5H12N2O (charge +1) at a distorted geometry, computed with ωB97M-V with the def2-TZVPD basis set.

```
20
Properties=species:S:1:pos:R:3:forces:R:3:lowdin_spin:R:1
N 1.574932 -2.320593 0.945325 -0.5 1.6 -0.7 0.05
C 1.750600 -0.812823 1.130460 -0.8 -1.7 -0.1 0.01
C 1.173702 -0.287467 -0.194827 1.4 1.7 -0.2 0.09
N 0.284400 0.867323 -0.084785 -1.6 -3.5 -2.0 0.59
C -1.636504 2.127825 -0.746373 -1.9 2.8 2.0 0.01
C -0.999489 0.793287 -0.877959 4.3 2.7 -1.9 0.05
C -1.901635 -0.285985 -0.429056 -1.4 -4.4 -0.5 0.03
O -3.043864 -0.350747 -0.804435 1.2 0.8 0.8 0.08
H 1.695434 -2.922417 1.707318 -0.4 -0.2 2.3 0.00
H 2.243890 -2.788112 0.347180 0.3 1.0 -0.9 0.00
H 1.108881 -0.329990 1.910283 0.5 -1.2 0.0 0.00
H 2.784908 -0.604135 1.362684 0.2 0.6 -0.3 0.00
H 1.984320 0.060206 -0.878157 -0.4 -0.7 0.0 0.03
H 0.581070 -1.101785 -0.612623 0.0 -0.1 -0.5 0.03
H 0.024256 1.061040 0.828293 0.0 1.4 2.5 0.02
H -1.288988 2.962343 -1.465720 -1.1 -1.7 1.0 0.00
H -2.726250 1.931725 -0.508253 0.6 0.6 -2.0 0.00
H -1.581444 2.612571 0.308133 1.2 -0.9 -1.3 0.00
H -0.591477 0.633265 -1.978344 -1.3 -0.2 2.0 0.01
H -1.436738 -1.245539 0.040863 -0.4 1.5 -0.2 0.01
```
Forces are in eV/Å.

As for the charge: +1. For the HOMO-LUMO gap (spin up / spin down), the calculation gives 9.95 / 5.46 eV. The expectation value of S² is 0.76. As for the HOMO energy (spin up / spin down): -14.064 / -13.807 eV. The calculation puts the molecular weight at 116.2 g mol⁻¹. Its multiplicity is 2. The relative energy (zero: lowest compared OMol25 entry of this formula, charge and spin) comes out at 3.175 eV.

Entry 7:
2 unconnected molecules or ions with the total composition C5H12N2O at a distorted geometry, computed with ωB97M-V with the def2-TZVPD basis set.

```
20
Properties=species:S:1:pos:R:3:forces:R:3:lowdin_spin:R:1
O 0.132911 0.568356 2.451712 0.9 -0.5 -0.1 -0.01
C 1.295474 0.769932 2.147620 -0.9 2.4 1.6 -0.01
C 1.883420 0.321785 0.930927 -0.9 -2.2 -2.3 -0.01
C 1.237236 -0.599770 -0.023497 0.1 2.1 -0.1 0.00
C -0.289183 -0.546318 -0.206481 -0.7 0.3 -0.8 0.02
C -0.954849 0.869800 -0.250196 -0.8 -0.6 0.5 0.01
N -2.118191 0.977447 0.690268 1.9 0.0 0.4 0.04
N -0.786063 -1.539349 -2.718565 0.1 0.3 -0.9 0.89
H 1.930861 1.524025 2.661186 -0.4 -0.5 0.5 0.00
H 2.852964 0.724929 0.656684 0.1 0.1 0.1 0.00
H 1.736693 -0.302509 -0.951316 0.2 -0.8 -0.3 0.00
H 1.455362 -1.628158 0.247002 0.6 -0.5 0.0 0.00
H -0.514616 -0.956837 -1.276050 0.7 0.3 1.8 0.01
H -0.750892 -1.252484 0.477963 -0.4 0.3 0.2 0.00
H -0.235199 1.650225 0.025512 0.3 0.1 -0.4 0.00
H -1.372443 1.054672 -1.255872 0.6 0.1 0.3 0.00
H -1.858774 0.386411 1.482119 -0.5 -0.1 -0.1 0.00
H -2.021878 1.910384 1.095339 -0.8 0.0 -0.2 0.00
H -1.602365 -1.737191 -3.295361 0.1 -0.5 -0.1 0.03
H -0.020471 -2.195350 -2.888996 -0.4 -0.3 -0.4 0.03
```
Forces are in eV/Å.

As for the charge: +1. For the HOMO-LUMO gap (spin up / spin down), the calculation gives 4.97 / 4.61 eV. The expectation value of S² is 0.77. As for the HOMO energy (spin up / spin down): -13.300 / -13.068 eV. The calculation puts the molecular weight at 116.2 g mol⁻¹. Its multiplicity is 2. The relative energy (zero: lowest compared OMol25 entry of this formula, charge and spin) comes out at 5.821 eV.

Entry 8:
A gas-phase ion, C5H12N2O (charge +2) at a distorted geometry, computed with ωB97M-V with the def2-TZVPD basis set.

```
20
Properties=species:S:1:pos:R:3:forces:R:3:lowdin_charge:R:1
C -3.445916 -0.312778 0.395246 -1.2 1.8 1.3 0.22
N -2.383377 -0.443287 -0.267228 1.3 0.2 -0.2 0.04
C -1.136350 0.367027 -0.207931 -0.9 -0.7 -0.1 -0.10
C 0.088770 -0.488292 0.146674 0.1 1.0 -0.3 -0.11
C 1.382567 0.331076 0.345076 -0.1 -2.1 -0.4 -0.19
N 1.968124 0.832758 -1.024978 -1.1 0.0 2.1 0.24
C 2.501955 -0.615098 0.932156 2.4 0.6 -2.5 -0.09
O 3.513775 -0.778398 0.213373 -3.3 0.2 2.9 0.08
H -4.316865 -1.023732 0.263779 1.0 1.1 0.2 0.17
H -3.444855 0.660598 1.048315 -0.5 -2.3 -0.7 0.18
H -2.305961 -1.059522 -1.029308 -0.5 -1.8 -0.9 0.16
H -1.392990 1.090310 0.533484 0.5 0.9 0.5 0.13
H -1.104753 0.776467 -1.195630 0.3 0.7 -0.5 0.14
H -0.193788 -0.933310 1.072276 0.3 -0.7 0.9 0.13
H 0.325200 -1.272280 -0.569453 -0.4 -0.2 -0.2 0.14
H 1.261042 1.075218 1.134722 0.0 0.8 -0.8 0.17
H 1.437766 1.658060 -1.363573 1.0 -0.3 0.2 0.19
H 2.919775 0.969763 -0.654736 0.4 0.6 -1.2 0.16
H 2.013155 0.108646 -1.765039 0.0 0.2 0.6 0.19
H 2.312723 -0.943224 1.992780 0.5 -0.2 -0.9 0.17
```
Forces are in eV/Å.

As for the charge: +2. For the HOMO-LUMO gap, the calculation gives 9.97 eV. As for the HOMO energy: -18.366 eV. The calculation puts the molecular weight at 116.2 g mol⁻¹. The relative energy (zero: lowest compared OMol25 entry of this formula, charge and spin) comes out at 1.039 eV. As for the structure (SMILES): C=[NH+]CC[C@H]([NH3+])C=O.